Run w
Entry from the OMol25 dataset: one molecule with the formula C4H6N2S (wB97M-V/def2-TZVPD).

Output
Structure (SMILES) ... [H]/N=C(/C=S)N1CC1
LUMO ... -0.0381 Eh
Gap between HOMO and LUMO ... 7.9 eV
HOMO ... -0.3278 Eh

Geometry as ORCA input:
```
! wB97M-V def2-TZVPD RIJCOSX def2/J DEFGRID3
* xyz 0 1
H -1.8159 -0.9532 -1.6991
N -2.0992 -0.4280 -0.8732
C -1.0576 -0.0757 -0.2210
C -1.3737 0.7038 1.0159
S -0.4165 1.3473 2.1367
N 0.2237 -0.4445 -0.6967
C 1.3809 0.4390 -0.5928
C 1.3261 -0.8098 0.1805
H -2.4954 0.7978 1.1299
H 1.2596 1.3720 -0.0098
H 2.0035 0.4971 -1.4876
H 1.1842 -0.7642 1.2722
H 1.8803 -1.6816 -0.1551
*
```

Mulliken population analysis, charges in e, atoms 1 to 6: H 0.319; N -0.641; C 0.545; C -0.181; S -0.229; N -0.387

Run x
Entry from the OMol25 dataset: one molecule with the formula C4H6N2S (wB97M-V/def2-TZVPD).

Output
Structure (SMILES) ... [H]/N=C(\C#CC)NS
LUMO ... 0.0254 Eh
Gap between HOMO and LUMO ... 9.8 eV
HOMO ... -0.3356 Eh

Geometry as ORCA input:
```
! wB97M-V def2-TZVPD RIJCOSX def2/J DEFGRID3
* xyz 0 1
H 0.7586 2.2952 -0.0955
N 1.5570 1.6838 -0.1430
C 1.1369 0.4842 -0.1900
C -0.2609 0.1171 -0.1108
C -1.4426 -0.1732 -0.0542
C -2.8685 -0.3829 -0.0567
N 1.9463 -0.6554 -0.3943
S 3.6023 -0.4014 -0.0605
H -3.0860 -0.8859 0.9002
H -3.2263 -1.0261 -0.8205
H -3.2527 0.6194 -0.0578
H 1.5976 -1.5574 -0.1599
H 3.5384 -0.1174 1.2429
*
```

Mulliken population analysis, charges in e, atoms 1 to 6: H 0.251; N -0.623; C -0.097; C -0.338; C 1.293; C -1.294

Stability ranking, top entry: run x; the second entry is 5.2 kJ/mol less favorable.

Run w
Entry from the OMol25 dataset: one molecule with the formula C6H11N (wB97M-V/def2-TZVPD).

Output
Structure (SMILES) ... CC=C=C(C)CN
LUMO ... 0.0348 Eh
Gap between HOMO and LUMO ... 9.3 eV
HOMO ... -0.3066 Eh

Geometry as ORCA input:
```
! wB97M-V def2-TZVPD RIJCOSX def2/J DEFGRID3
* xyz 0 1
C 0.9983 -1.5087 2.1489
C 1.1388 -0.2247 1.3750
C 0.5373 0.0702 0.3196
C 0.0089 0.4695 -0.8601
C 0.5165 -0.1267 -2.2456
C -1.1467 1.4228 -0.8595
N -2.0720 0.9512 0.2081
H 0.6487 -2.2622 1.4766
H 1.9815 -1.8290 2.6712
H 0.3322 -1.4148 2.9447
H 1.7562 0.5327 1.8765
H 1.3302 0.4334 -2.6587
H -0.3484 -0.3060 -3.0079
H 0.8179 -1.0931 -1.9770
H -0.8961 2.4710 -0.6575
H -1.6526 1.4862 -1.8348
H -2.4132 0.0206 -0.0056
H -1.5375 0.9076 1.0862
*
```

Mulliken population analysis, charges in e, atoms 1 to 6: C -1.062; C -0.051; C -0.166; C 0.430; C -1.211; C -0.625

Run x
Entry from the OMol25 dataset: one molecule with the formula C6H11N (wB97M-V/def2-TZVPD).

Output
Structure (SMILES) ... CCC[C@@H](C)C#N
LUMO ... 0.0341 Eh
Gap between HOMO and LUMO ... 12.2 eV
HOMO ... -0.4138 Eh

Geometry as ORCA input:
```
! wB97M-V def2-TZVPD RIJCOSX def2/J DEFGRID3
* xyz 0 1
C -0.2858 2.4843 -1.0493
C 0.2296 1.2779 -0.2641
C -0.4580 -0.0871 -0.4587
C -0.0754 -1.0737 0.6864
C -0.1391 -2.5801 0.3751
C 1.2831 -0.7817 1.1786
N 2.3540 -0.5428 1.5452
H 0.2018 3.3842 -0.6552
H -0.0450 2.4313 -2.1165
H -1.3669 2.6308 -0.9478
H 1.2940 1.1527 -0.4909
H 0.1865 1.5283 0.8031
H -1.5503 0.0255 -0.4555
H -0.1911 -0.5216 -1.4307
H -0.7513 -0.8794 1.5297
H -1.1430 -2.8943 0.0746
H 0.5670 -2.8524 -0.4158
H 0.1377 -3.1470 1.2713
*
```

Mulliken population analysis, charges in e, atoms 1 to 6: C -1.353; C -0.470; C -0.607; C 0.655; C -1.502; C 0.142

Stability ranking, top entry: run x; the second entry is 233.1 kJ/mol less favorable.

Run w
Entry from the OMol25 dataset: one molecule with the formula C6H11N (wB97M-V/def2-TZVPD).

Output
Structure (SMILES) ... C=C(/C=C/C)NC
LUMO ... 0.0391 Eh
Gap between HOMO and LUMO ... 9.2 eV
HOMO ... -0.3005 Eh

Geometry as ORCA input:
```
! wB97M-V def2-TZVPD RIJCOSX def2/J DEFGRID3
* xyz 0 1
C -0.8377 2.0684 1.2163
C -0.3399 0.9193 0.7207
C 0.4911 0.8714 -0.5083
C 1.2407 -0.2258 -0.6995
C 1.7009 -0.6860 -2.0568
N -0.4412 -0.2932 1.4305
C -1.3731 -1.2786 0.8013
H -0.3119 3.0042 1.1202
H -1.4953 1.8790 2.0630
H 0.2363 1.3911 -1.4250
H 1.6362 -0.7443 0.1650
H 2.7795 -0.7153 -2.2177
H 1.3125 -0.0555 -2.8687
H 1.1805 -1.6379 -2.1969
H -0.8237 -0.1541 2.3583
H -2.3575 -0.7974 0.8989
H -1.1647 -1.3992 -0.2553
H -1.4326 -2.1462 1.4540
*
```

Mulliken population analysis, charges in e, atoms 1 to 6: C -0.959; C 0.610; C -0.647; C -0.036; C -1.093; N -0.347

Run x
Entry from the OMol25 dataset: one molecule with the formula C6H11N (wB97M-V/def2-TZVPD).

Output
Structure (SMILES) ... CCC[C@@H](C)C#N
LUMO ... 0.0331 Eh
Gap between HOMO and LUMO ... 12.3 eV
HOMO ... -0.4178 Eh

Geometry as ORCA input:
```
! wB97M-V def2-TZVPD RIJCOSX def2/J DEFGRID3
* xyz 0 1
C -2.4566 -0.1719 -1.0382
C -1.4254 0.0294 0.0726
C 0.0107 -0.1802 -0.4069
C 1.0798 -0.0638 0.7031
C 2.5022 -0.2433 0.1414
C 0.9603 1.1914 1.4781
N 0.8390 2.0560 2.2415
H -3.4748 -0.0284 -0.6600
H -2.3042 0.5409 -1.8581
H -2.3958 -1.1835 -1.4578
H -1.5258 1.0408 0.4886
H -1.6286 -0.6702 0.8940
H 0.1139 -1.1801 -0.8518
H 0.2334 0.5345 -1.2141
H 0.8860 -0.7945 1.4887
H 2.6088 -1.2460 -0.2855
H 2.7182 0.4804 -0.6549
H 3.2592 -0.1114 0.9194
*
```

Mulliken population analysis, charges in e, atoms 1 to 6: C -1.277; C -0.305; C -0.897; C 0.800; C -1.475; C 0.032

Run y
Entry from the OMol25 dataset: C6H11N as an isolated structure (wB97M-V/def2-TZVPD).

Output
LUMO ... 0.0366 Eh
Gap between HOMO and LUMO ... 8.9 eV
HOMO ... -0.2896 Eh

Geometry as ORCA input:
```
! wB97M-V def2-TZVPD RIJCOSX def2/J DEFGRID3
* xyz 0 1
C -0.3139 -0.1855 -0.2103
C -0.1793 -0.4953 -1.6857
C -1.2292 1.9811 -0.5142
C 0.2377 0.9735 0.3339
C 0.9864 -1.3748 0.6690
C 0.6980 -1.9469 1.8271
N 1.0061 1.6242 1.0177
H -1.2090 -0.5315 0.2960
H 1.7428 1.1085 1.4943
H 1.8957 -1.6349 0.1281
H 0.7141 -0.0339 -2.1028
H -0.0990 -1.5734 -1.8155
H -1.0505 -0.1377 -2.2323
H -2.1830 1.5176 -0.7505
H -0.7548 2.4000 -1.3976
H -1.3746 2.7165 0.2713
H -0.1959 -1.6836 2.3892
H 1.3085 -2.7239 2.2825
*
```

Mulliken population analysis, charges in e, atoms 1 to 6: C 0.159; C -1.386; C -1.265; C 0.495; C -0.590; C -0.548

Run z
Entry from the OMol25 dataset: one molecule with the formula C6H11N (wB97M-V/def2-TZVPD).

Output
Structure (SMILES) ... CCC(C#N)CC
LUMO ... 0.0326 Eh
Gap between HOMO and LUMO ... 11.1 eV
HOMO ... -0.3737 Eh

Geometry as ORCA input:
```
! wB97M-V def2-TZVPD RIJCOSX def2/J DEFGRID3
* xyz 0 1
C -2.5702 0.1954 0.1924
C -1.2671 -0.5118 -0.1843
C 0.0150 0.0596 0.3659
C 0.0420 1.5249 0.1746
N 0.0792 2.6703 0.0101
C 1.1827 -0.6102 -0.3575
C 2.5341 -0.1541 0.1561
H -3.4387 -0.3998 0.5031
H -2.4547 0.2695 -0.9075
H -2.5423 1.1916 0.6510
H -1.3748 -1.5845 -0.0555
H -1.1334 -0.3881 -1.3807
H 0.0783 -0.1166 1.4455
H 1.0557 -1.6924 -0.2267
H 1.0816 -0.4137 -1.4337
H 2.6329 -0.3690 1.2259
H 3.3405 -0.6671 -0.3719
H 2.6591 0.9245 0.0135
*
```

Mulliken population analysis, charges in e, atoms 1 to 6: C -0.932; C -0.743; C 0.482; C 0.145; N -0.497; C -0.645

Stability ranking, top entry: run x; the second entry is 175.5 kJ/mol less favorable.

Run w
Entry from the OMol25 dataset: one molecule with the formula C6H11N (wB97M-V/def2-TZVPD).

Output
Structure (SMILES) ... C=CCN/C=C/C
LUMO ... 0.0432 Eh
Gap between HOMO and LUMO ... 9.0 eV
HOMO ... -0.2868 Eh

Geometry as ORCA input:
```
! wB97M-V def2-TZVPD RIJCOSX def2/J DEFGRID3
* xyz 0 1
C 2.7097 0.0964 -1.7006
C 2.0578 -0.9973 -1.2872
C 1.2333 -0.9485 -0.0220
N 0.2582 0.1162 -0.0708
C -1.0371 -0.1204 0.5099
C -1.8223 0.9146 0.8321
C -3.1186 0.8919 1.5875
H 2.7068 1.0487 -1.1888
H 3.3203 -0.0352 -2.5877
H 2.2894 -1.9931 -1.6504
H 0.8073 -1.9125 0.2966
H 1.8872 -0.6927 0.8216
H 0.2117 0.7594 -0.8429
H -1.3618 -1.1051 0.1617
H -1.3510 1.8885 0.7315
H -3.1804 0.1353 2.3720
H -3.2294 1.8801 2.0302
H -3.9631 0.6323 0.9412
*
```

Mulliken population analysis, charges in e, atoms 1 to 6: C -0.728; C -0.192; C -0.570; N -0.233; C -0.387; C -0.098

Run x
Entry from the OMol25 dataset: one molecule with the formula C6H11N (wB97M-V/def2-TZVPD).

Output
Structure (SMILES) ... C=CC/C(C)=C/N
LUMO ... 0.0387 Eh
Gap between HOMO and LUMO ... 9.1 eV
HOMO ... -0.2963 Eh

Geometry as ORCA input:
```
! wB97M-V def2-TZVPD RIJCOSX def2/J DEFGRID3
* xyz 0 1
C 1.8935 2.0670 0.5151
C 1.7059 0.7888 0.1838
C 0.7685 0.3197 -0.8977
C -0.3839 -0.4978 -0.3649
C -0.0479 -1.8718 0.1012
C -1.5281 0.1484 -0.1379
N -2.6282 -0.4615 0.5338
H 2.2395 2.3075 1.5046
H 1.4359 2.8006 -0.1392
H 2.3585 0.0681 0.6727
H 0.4007 1.2610 -1.3101
H 1.3026 -0.1495 -1.7295
H 0.9972 -1.9193 0.3787
H -0.5885 -2.1943 0.9960
H -0.2030 -2.6647 -0.6318
H -1.4931 1.2299 -0.1995
H -2.7891 -1.3631 0.1052
H -3.4408 0.1308 0.4196
*
```

Mulliken population analysis, charges in e, atoms 1 to 6: C -0.749; C 0.052; C -1.117; C 0.625; C -1.396; C -0.210

Stability ranking, top entry: run x; the second entry is 87.0 kJ/mol less favorable.

Run w
Entry from the OMol25 dataset: a 2-piece molecular cluster, C6H11N overall (wB97M-V/def2-TZVPD).

Output
LUMO ... 0.0345 Eh
Gap between HOMO and LUMO ... 8.7 eV
HOMO ... -0.2852 Eh

Geometry as ORCA input:
```
! wB97M-V def2-TZVPD RIJCOSX def2/J DEFGRID3
* xyz 0 1
C -2.5149 -0.8748 0.0673
C 0.9949 0.5362 -1.3171
C -1.9223 1.4998 -0.0891
C 1.0994 0.0937 -0.0816
C 1.1881 0.9882 1.0771
C 1.0155 -1.4134 0.0990
N -2.1516 0.3212 0.0326
H -2.6489 -1.3334 0.9986
H -2.8222 -1.4676 -0.8006
H 0.6980 -0.2036 -2.0465
H 1.3415 1.4793 -1.8159
H -1.0095 1.9361 -0.5456
H 0.8469 1.9867 0.7011
H 2.2166 1.1665 1.4537
H 0.6517 0.6110 1.8849
H 0.0031 -1.8121 -0.1552
H 1.2012 -1.6202 1.1287
H 1.8125 -1.8936 -0.5914
*
```

Mulliken population analysis, charges in e, atoms 1 to 6: C -0.630; C -0.964; C -0.280; C 0.957; C -1.331; C -1.264

Run x
Entry from the OMol25 dataset: one molecule with the formula C6H11N (wB97M-V/def2-TZVPD).

Output
Structure (SMILES) ... C=C/C(=C/C)NC
LUMO ... 0.0110 Eh
Gap between HOMO and LUMO ... 8.2 eV
HOMO ... -0.2916 Eh

Geometry as ORCA input:
```
! wB97M-V def2-TZVPD RIJCOSX def2/J DEFGRID3
* xyz 0 1
C 1.4728 0.2397 2.3479
C 0.8798 0.8005 1.1121
C -0.2328 0.1284 0.2259
C -0.4848 -1.1757 0.4108
C -0.9651 -2.1178 -0.5073
N -0.7207 0.9866 -0.6703
C -0.0297 1.3982 -1.8991
H 1.4500 0.8240 3.2566
H 1.9653 -0.9028 2.3670
H 0.8638 1.8843 1.1959
H 0.1261 -1.5476 1.1692
H -1.2706 -3.0429 -0.0934
H -0.1853 -2.1971 -1.3748
H -1.9422 -1.7291 -0.9231
H -1.1488 1.8350 -0.1657
H -0.4834 2.3805 -2.1390
H -0.3455 0.6615 -2.6774
H 1.0513 1.5743 -1.6353
*
```

Mulliken population analysis, charges in e, atoms 1 to 6: C -0.596; C -0.491; C 0.392; C -0.144; C -1.126; N -0.326

Stability ranking, top entry: run w; the second entry is 16.7 kJ/mol less favorable.

Run w
Entry from the OMol25 dataset: one molecule with the formula C2H6N2O2S (wB97M-V/def2-TZVPD).

Output
LUMO ... 0.0226 Eh
Gap between HOMO and LUMO ... 9.9 eV
HOMO ... -0.3405 Eh

Geometry as ORCA input:
```
! wB97M-V def2-TZVPD RIJCOSX def2/J DEFGRID3
* xyz 0 1
C -0.3106 0.3569 0.6003
C 0.8440 -1.6088 -0.6469
N -1.1156 0.8910 1.3605
N 0.0762 -1.1665 0.5396
O -0.1965 2.7711 -0.2356
O -0.6592 0.8565 -1.9069
S 0.3060 1.3787 -0.9623
H 1.2716 -0.7021 -1.0848
H 0.0473 -1.9161 -1.3664
H 1.5956 -2.3233 -0.4208
H -1.6069 0.2450 2.0576
H -0.7503 2.6755 0.6381
H 0.4985 -1.4577 1.4275
*
```

Mulliken population analysis, charges in e, atoms 1 to 6: C 0.451; C -0.739; N -0.632; N -0.360; O -0.518; O -0.486

Run x
Entry from the OMol25 dataset: one molecule with the formula C2H6N2O2S (wB97M-V/def2-TZVPD).

Output
Structure (SMILES) ... NC[C@@H](S)[N+](=O)[O-]
LUMO ... 0.0020 Eh
Gap between HOMO and LUMO ... 10.0 eV
HOMO ... -0.3660 Eh

Geometry as ORCA input:
```
! wB97M-V def2-TZVPD RIJCOSX def2/J DEFGRID3
* xyz 0 1
N -0.8415 1.8954 -0.0895
C -0.7798 0.5274 -0.5106
C 0.4400 -0.2624 0.0177
S 0.4107 -0.2982 1.8532
N 0.3987 -1.6661 -0.4513
O 1.4409 -2.1226 -0.8610
O -0.6534 -2.2487 -0.3893
H -0.9350 1.9707 0.9166
H -0.0261 2.4196 -0.3838
H -0.7496 0.5011 -1.6046
H -1.6862 0.0154 -0.1769
H 1.3900 0.1701 -0.3095
H 1.5914 -0.9018 1.9890
*
```

Mulliken population analysis, charges in e, atoms 1 to 6: N -0.553; C -0.894; C -0.125; S -0.201; N 1.009; O -0.582

Stability ranking, top entry: run w; the second entry is 57.8 kJ/mol less favorable.